[1]
Formula: C11H29BF4N2S4SeSiV
Source: OMol25
Level of theory: ωB97M-V/def2-TZVPD

Results
- E_HOMO (spin up / spin down): -11.39 / -11.77 eV
- Spin multiplicity: 3
- Charge: +1
- Expectation value of S²: 2.1277
- Energy above the lowest of the compared OMol25 structures with the same formula, charge and spin: 0.259 eV
- Energy: -168660.2130 eV

```
54
Properties=species:S:1:pos:R:3:forces:R:3:nbo_charge:R:1
V 0.344622 -0.244228 0.383425 -1.75 -0.05 -0.14 0.721
C -1.163361 -3.042649 1.957908 -0.02 0.04 0.04 -0.534
C -2.282837 -2.204593 1.356702 0.05 -0.05 -0.05 -0.530
S -1.781750 -1.816263 -0.330266 0.12 0.07 0.08 0.257
C -3.167160 -0.867090 -0.997193 0.03 -0.01 -0.06 -0.529
C -3.075204 -0.878502 -2.519143 0.01 0.03 -0.01 -0.526
S -1.453308 -0.394207 -3.186402 -0.05 0.00 -0.01 0.195
C -0.611167 -1.999033 -3.359741 0.02 0.04 0.02 -0.542
C 0.873086 -1.906020 -3.044765 -0.08 0.05 0.07 -0.529
S 1.435540 -1.659658 -1.328353 0.40 -0.25 -0.28 0.342
C 1.167558 -3.325047 -0.648448 -0.04 0.04 0.04 -0.533
C 1.473478 -3.341481 0.842797 -0.07 0.05 -0.05 -0.532
S 0.468190 -2.218967 1.860295 0.06 -0.27 0.13 0.348
H -1.079682 -4.011685 1.466202 -0.02 0.00 -0.01 0.236
H -1.353442 -3.207452 3.016301 -0.01 -0.04 0.01 0.261
H -2.441042 -1.284173 1.913694 0.00 0.03 0.04 0.254
H -3.206228 -2.781445 1.333789 -0.03 -0.02 0.03 0.246
H -3.130846 0.140798 -0.591705 -0.02 0.01 -0.01 0.249
H -4.091750 -1.347400 -0.674260 -0.01 0.01 -0.01 0.244
H -3.787428 -0.162350 -2.926710 -0.02 -0.01 -0.02 0.256
H -3.322985 -1.856946 -2.928628 -0.02 0.00 0.01 0.234
H -0.711680 -2.315959 -4.397313 0.01 -0.05 -0.02 0.245
H -1.107025 -2.736284 -2.733515 0.00 -0.02 0.01 0.235
H 1.340923 -1.095048 -3.604747 0.01 0.00 -0.01 0.241
H 1.374801 -2.824145 -3.355041 0.01 0.01 -0.05 0.250
H 1.845459 -3.999188 -1.173123 0.01 -0.02 0.02 0.248
H 0.140233 -3.631796 -0.846280 0.01 -0.02 0.01 0.231
H 2.494025 -3.006576 1.029301 0.04 -0.02 0.01 0.259
H 1.370750 -4.348294 1.244369 0.01 -0.04 0.00 0.252
N 1.224050 1.708789 -1.868778 0.03 0.00 0.12 -0.633
N 0.170119 1.451751 -0.923861 -0.08 0.14 -0.09 -0.699
H 1.125373 2.654432 -2.224238 -0.01 0.00 -0.06 0.366
H 1.082763 1.081686 -2.651802 -0.02 -0.01 -0.02 0.349
H -0.735668 1.455757 -1.391566 -0.07 0.01 0.11 0.377
H 0.162199 2.209753 -0.241019 0.08 0.01 0.01 0.404
C 2.139750 1.377620 4.243412 -0.12 0.12 0.22 -1.151
Si 3.286317 0.376799 3.211294 -0.40 0.02 -0.20 1.557
C 3.420666 -1.386524 3.746880 0.07 -0.26 0.09 -1.147
C 4.931798 1.150250 2.922357 0.24 0.13 0.00 -1.143
Se 2.416413 0.392692 1.029044 1.27 0.16 0.07 -0.320
H 2.569046 1.561663 5.233171 -0.04 0.00 -0.04 0.253
H 1.188143 0.856099 4.363666 0.04 0.07 0.02 0.260
H 1.940683 2.339422 3.767026 -0.02 -0.01 0.05 0.262
H 3.821705 -1.444001 4.764291 -0.01 0.01 -0.07 0.260
H 4.095568 -1.941620 3.089512 -0.05 -0.01 0.05 0.243
H 2.439773 -1.863584 3.745149 0.08 -0.03 0.06 0.244
H 5.502328 1.204968 3.854394 -0.01 0.01 -0.06 0.255
H 4.814117 2.162504 2.530723 0.06 -0.02 0.01 0.256
H 5.502895 0.564890 2.199245 0.04 0.05 0.03 0.252
F -1.664229 0.877517 0.900619 0.38 -0.05 -0.03 -0.565
B -1.181733 1.403506 2.195723 0.01 0.24 0.11 1.351
F -2.200316 1.916486 2.918822 0.09 -0.14 -0.08 -0.510
F -0.173989 2.313908 1.867396 -0.23 -0.07 0.09 -0.530
F -0.594439 0.238616 2.774391 0.01 0.15 -0.18 -0.537
```
Forces are in eV/Å.

=====

[2]
Formula: C11H29N3O4PS
Source: OMol25
Level of theory: ωB97M-V/def2-TZVPD

Results
- E_HOMO: -10.36 eV
- Charge: +1
- Energy: -44652.0116 eV

```
49
Properties=species:S:1:pos:R:3:forces:R:3:nbo_charge:R:1
C 0.723288 -0.774304 -0.492571 -1.26 0.12 -0.54 -0.665
C 0.142585 0.051873 -1.768570 1.40 -0.44 1.53 -0.080
O -1.071346 -0.620996 -2.153616 0.00 1.92 -0.10 -0.532
C -2.251438 0.172348 -1.949088 -0.60 -0.15 -1.56 0.081
N -2.929492 0.037003 -0.632962 1.90 -0.50 0.06 -0.826
P -2.160217 0.902347 0.688854 -3.13 0.77 1.62 0.970
S -3.597462 1.689154 1.779205 0.91 -0.30 -0.26 -0.561
C -3.330632 -1.324899 -0.294207 -0.71 -3.34 1.38 0.914
O -2.644657 -2.347866 -0.347494 -1.10 3.37 -0.34 -0.516
O -4.657667 -1.470506 0.217114 2.24 1.02 -1.45 -0.551
C -5.541537 -1.937608 -0.850735 -0.91 0.36 0.18 -0.073
C -6.910622 -1.099933 -0.730623 0.58 -0.52 0.17 -0.438
C -6.696207 0.452505 -0.467121 -0.31 -0.08 -0.02 -0.236
N -6.226632 1.143126 -1.728291 0.26 -0.29 0.89 -0.835
H 1.280862 -1.678022 -0.887720 -0.41 1.18 0.68 0.226
H -0.203749 -1.183934 0.041149 1.46 0.50 -0.60 0.236
H 1.309773 -0.124513 0.228073 -0.43 -0.85 -0.93 0.191
H -0.010817 1.152606 -1.500903 -0.04 -1.45 -0.39 0.166
H 0.964072 0.022462 -2.555326 -1.47 -0.07 0.49 0.194
H -3.006415 -0.164815 -2.745879 1.14 0.36 1.19 0.212
H -2.061185 1.287686 -2.140543 -0.16 -1.54 0.45 0.193
H -1.391635 0.034124 1.543076 0.12 0.35 -1.11 0.003
H -1.401409 1.989277 0.157956 0.22 -1.11 -0.34 0.004
H -5.714125 -3.053767 -0.652466 0.22 1.60 -0.70 0.211
H -5.017085 -1.743717 -1.842032 -0.85 -0.50 1.02 0.166
H -7.503751 -1.560290 0.137611 0.76 0.72 -1.34 0.224
H -7.461152 -1.275517 -1.722695 0.52 0.39 1.52 0.224
H -5.943900 0.698564 0.345726 -1.00 -0.90 -0.66 0.212
H -7.705485 0.882433 -0.125747 1.42 -0.52 -0.72 0.197
H -5.674420 1.952394 -1.402625 -0.37 -0.47 -0.45 0.357
H -5.546649 0.524965 -2.195155 -0.40 0.40 0.32 0.332
C 7.140861 -0.109981 0.658894 0.30 0.00 0.10 -0.641
C 6.163133 -0.511979 1.754426 0.20 -0.11 -1.03 -0.071
C 4.707593 -0.216460 1.377460 -0.32 0.30 0.99 -0.090
O 4.468551 1.183373 1.547361 0.00 -0.54 -0.39 -0.570
C 4.229697 1.869478 0.316301 0.09 0.38 -0.08 -0.253
N 6.473334 0.300503 2.974425 -0.29 0.39 0.54 -0.681
H 7.137553 0.968385 0.480308 -0.12 -0.05 0.01 0.225
H 8.160639 -0.394376 0.930966 -0.03 -0.01 -0.07 0.232
H 6.895193 -0.611837 -0.278860 -0.01 0.02 0.15 0.256
H 6.299119 -1.563798 2.011444 -0.09 0.07 0.04 0.234
H 4.045088 -0.729525 2.082750 -0.03 -0.04 -0.10 0.204
H 4.462442 -0.572073 0.373947 0.22 0.07 0.06 0.221
H 3.548639 1.308757 -0.328007 0.05 -0.02 0.08 0.187
H 5.176685 2.045462 -0.198471 -0.09 -0.01 -0.16 0.175
H 3.774679 2.832795 0.546547 0.06 -0.12 0.10 0.217
H 7.473914 0.397093 3.163703 -0.09 -0.16 -0.08 0.445
H 6.010902 -0.070292 3.809342 0.13 -0.04 -0.03 0.444
H 6.071083 1.242295 2.825069 0.00 -0.15 -0.16 0.464
```
Forces are in eV/Å.

=====

[3]
Formula: C11H29N3O8
Source: OMol25
Level of theory: ωB97M-V/def2-TZVPD

Results
- Structure (SMILES): C[N+](=O)[O-].C[N+](=O)[O-].C[N+](=O)[O-].CCOCC.CCOCC
- E_HOMO: -9.35 eV
- Energy above the lowest of the compared OMol25 structures with the same formula, charge and spin: 9.398 eV
- Energy: -32717.7510 eV

```
51
Properties=species:S:1:pos:R:3:forces:R:3:nbo_charge:R:1
C -3.147500 0.570121 0.350506 -0.13 -0.06 0.34 -0.490
N -1.954970 1.428792 0.201328 0.55 -0.25 -1.01 0.535
O -0.982353 0.924017 -0.333571 0.00 -0.02 0.20 -0.394
O -2.018700 2.586776 0.535817 -0.23 0.24 0.38 -0.374
H -2.870676 -0.456983 0.144724 0.15 0.00 0.18 0.242
H -3.892901 0.877052 -0.374276 0.02 0.28 0.11 0.247
H -3.488139 0.732897 1.369864 -0.25 -0.14 -0.10 0.229
C -7.840873 -0.837934 -1.627485 0.23 -0.30 0.49 -0.486
N -6.743925 -0.134837 -0.882999 -0.32 -0.35 -1.13 0.545
O -7.011165 0.882742 -0.310744 -0.12 0.55 0.54 -0.346
O -5.641686 -0.635323 -0.964703 0.33 -0.30 0.21 -0.413
H -7.457042 -1.136275 -2.596727 0.01 0.26 -0.08 0.239
H -8.703230 -0.185363 -1.648956 -0.03 -0.04 -0.09 0.237
H -8.020751 -1.750492 -1.061421 -0.21 0.07 0.03 0.233
C -4.304830 -3.828319 0.057759 0.37 0.11 0.44 -0.487
N -3.105742 -3.822222 0.959819 -0.50 0.07 -0.44 0.541
O -2.302045 -2.937100 0.788196 0.33 0.37 -0.01 -0.386
O -3.033633 -4.691302 1.789250 0.12 -0.39 0.46 -0.367
H -4.911573 -2.979759 0.364105 -0.03 0.01 -0.10 0.235
H -4.806956 -4.770064 0.238996 -0.09 0.00 -0.27 0.230
H -3.918381 -3.673964 -0.943481 -0.21 -0.12 -0.09 0.236
C 6.234289 2.048477 -3.675394 -0.25 -0.10 0.71 -0.620
C 5.394858 0.961824 -3.030060 0.25 -0.05 -0.28 -0.053
O 4.232460 1.540102 -2.475409 0.04 -0.40 -0.67 -0.546
C 3.365982 0.573069 -1.920200 -1.06 0.58 1.33 -0.063
C 1.977159 1.234798 -1.750644 1.64 0.42 -0.90 -0.627
H 6.511048 2.781588 -2.915778 -0.02 0.09 -0.09 0.210
H 7.154500 1.616646 -4.064900 -0.06 0.06 -0.28 0.208
H 5.628811 2.535598 -4.437281 0.27 0.06 -0.18 0.212
H 5.132690 0.223749 -3.798809 -0.19 -0.05 0.03 0.154
H 5.968271 0.416186 -2.270773 -0.01 0.08 0.17 0.157
H 3.209598 -0.323344 -2.525580 0.62 -0.06 -0.16 0.162
H 3.761392 0.322624 -0.928337 0.04 -0.45 -0.08 0.159
H 1.541529 1.166003 -2.746974 -0.72 0.03 0.31 0.203
H 2.203590 2.287206 -1.577002 -0.28 0.06 0.10 0.216
H 1.384874 0.864882 -0.927049 -0.22 -0.33 -0.25 0.225
C 2.791654 -1.101225 4.708215 0.68 -0.21 -0.06 -0.623
C 2.080782 -0.773949 3.387997 0.10 0.31 1.71 -0.060
O 2.367539 0.569225 3.085739 0.30 0.24 -0.63 -0.542
C 1.593295 1.052416 2.011927 -0.48 0.08 -1.10 -0.061
C 2.168301 2.277218 1.319436 0.88 0.61 1.04 -0.634
H 2.910915 -2.183193 4.801884 -0.13 0.04 0.15 0.206
H 3.789053 -0.663332 4.803479 0.05 -0.06 -0.55 0.214
H 2.286415 -0.710543 5.592245 -0.43 -0.12 -0.22 0.206
H 2.365138 -1.431363 2.563240 -0.03 -0.07 0.02 0.168
H 1.022803 -0.897798 3.661769 -0.17 -0.03 -0.75 0.161
H 1.453740 0.323688 1.201191 0.09 -0.53 0.40 0.161
H 0.588414 1.269386 2.391218 -0.09 0.16 -0.07 0.159
H 1.503385 2.687428 0.566889 -0.41 0.06 0.31 0.227
H 3.122015 2.158881 0.797695 -0.03 -0.70 0.10 0.207
H 2.412557 3.011296 2.095253 -0.36 0.27 -0.18 0.209
```
Forces are in eV/Å.

=====

[4]
Formula: C11H29N7O22P2S
Source: OMol25
Level of theory: ωB97M-V/def2-TZVPD

Results
- Structure (SMILES): C[C@@]1(P(O)O)OC(=O)O[C@@]1(S)P(=O)(O)O.C[N+](=O)[O-].C[N+](=O)[O-].C[N+](=O)[O-].C[N+](=O)[O-].C[N+](=O)[O-].C[N+](=O)[O-].C[N+](=O)[O-]
- E_HOMO: -8.40 eV
- Energy: -96746.3934 eV

```
72
Properties=species:S:1:pos:R:3:forces:R:3:lowdin_charge:R:1
C -2.519194 2.457950 0.347991 0.00 0.29 0.83 -0.044
C -3.355699 1.247206 -0.356415 2.92 0.06 0.38 -0.538
P -4.716711 0.726554 0.872768 -3.51 0.56 0.83 0.960
O -5.399499 -0.793251 0.508083 1.67 1.29 0.33 -0.334
O -4.115894 0.611970 2.474075 1.32 -0.28 -2.94 -0.294
O -3.808223 1.920261 -1.584270 2.09 -1.11 -0.37 -0.029
C -2.566798 2.028449 -2.331770 -0.76 1.59 -0.09 -0.421
O -2.303130 3.064784 -2.953630 -0.49 -4.34 1.74 0.120
O -1.813137 0.841881 -2.148453 -0.65 3.17 0.62 -0.056
C -2.368625 0.148637 -0.971057 -0.89 -0.08 -1.65 -0.638
S -3.128214 -1.360378 -1.813441 -0.69 -0.13 0.31 0.814
P -1.118928 -0.693740 0.193642 -0.41 -3.47 2.32 0.646
O -1.938233 -1.531235 1.198111 2.07 2.99 -2.17 -0.317
O -0.250297 -1.791332 -0.797342 -1.15 2.73 2.01 -0.193
O -0.119729 0.387921 1.025067 -1.51 -1.17 -2.69 -0.181
H -2.893401 3.475381 -0.041180 0.42 -1.79 0.43 0.116
H -1.397874 2.384149 0.117819 -1.73 0.08 0.42 0.090
H -2.684158 2.498101 1.485628 0.47 -0.22 -1.68 0.085
H -6.258575 -0.714007 0.043559 0.77 0.31 0.46 0.032
H -3.130711 0.521635 2.452390 -0.88 -0.51 0.33 0.043
H -4.461348 -1.069728 -2.124047 1.32 0.46 0.70 -0.089
H -0.072374 -2.543062 -0.183476 -0.13 0.24 -0.45 0.047
H 0.462792 0.897842 0.409885 -0.25 -0.65 0.66 0.079
C 3.671135 -0.160875 3.308617 0.03 0.16 0.14 0.029
N 2.901895 -0.564212 2.103263 0.02 -0.19 0.00 -0.415
O 2.516897 0.324420 1.357841 0.28 -0.29 0.02 0.027
O 2.709962 -1.755418 1.944719 -0.04 0.64 -0.14 0.082
H 3.764862 0.922302 3.320035 -0.05 -0.19 -0.15 0.082
H 3.120241 -0.508518 4.181765 0.09 -0.10 -0.12 0.091
H 4.651460 -0.630723 3.244932 -0.17 -0.06 0.06 0.078
C -3.088758 2.315582 -6.039906 0.27 0.06 0.21 0.045
N -4.041242 1.220224 -6.359776 -0.12 -0.19 -0.02 -0.445
O -4.060683 0.257401 -5.610709 -0.13 0.32 -0.37 0.056
O -4.735957 1.365606 -7.351196 0.23 -0.17 0.43 0.057
H -2.541042 2.052345 -5.138376 -0.14 0.01 -0.17 0.069
H -2.411236 2.419600 -6.886426 -0.19 0.05 0.01 0.103
H -3.671277 3.222755 -5.885640 0.07 -0.09 -0.12 0.107
C 1.825799 2.938106 6.087267 0.01 0.36 -0.04 0.047
N 2.549522 1.644809 5.977677 0.10 -0.14 0.06 -0.436
O 3.718535 1.682655 5.628963 -0.40 -0.10 0.23 0.045
O 1.919598 0.637240 6.245018 0.39 0.37 -0.19 0.072
H 2.506410 3.744355 5.821143 -0.02 -0.20 0.02 0.095
H 0.982368 2.901631 5.399008 0.01 -0.08 0.17 0.103
H 1.490627 3.040401 7.118517 -0.07 -0.10 -0.14 0.103
C -0.985600 -6.135872 -1.701864 -0.38 0.10 -0.16 0.051
N 0.014066 -5.691386 -0.696168 0.23 0.02 0.11 -0.430
O -0.218130 -4.654730 -0.097390 0.24 -0.34 -0.09 0.057
O 0.993676 -6.397672 -0.543959 -0.43 0.40 0.01 0.075
H -1.799888 -5.413947 -1.729594 0.16 -0.04 0.09 0.096
H -0.481119 -6.186374 -2.665764 0.01 -0.11 0.15 0.102
H -1.348398 -7.115379 -1.393347 0.16 0.05 -0.08 0.102
C 7.948048 1.794139 3.077863 0.28 0.11 0.22 0.050
N 6.998602 0.698789 2.752237 -0.02 -0.22 0.04 -0.419
O 6.982732 -0.271942 3.498126 -0.20 0.54 -0.69 0.064
O 6.303102 0.852945 1.758070 0.24 -0.31 0.66 0.047
H 8.497089 1.525707 3.978229 -0.16 -0.07 -0.12 0.096
H 8.624302 1.904701 2.230785 -0.22 0.09 -0.03 0.094
H 7.363070 2.699046 3.237439 0.05 -0.07 -0.19 0.105
C -7.241269 -3.882846 -2.987259 -0.30 0.07 -0.15 0.047
N -6.240348 -3.443037 -1.980296 0.43 -0.04 0.35 -0.420
O -6.466491 -2.399127 -1.380536 0.17 -0.82 -0.51 0.026
O -5.260871 -4.160899 -1.825760 -0.82 0.74 -0.07 0.061
H -8.050668 -3.156205 -3.017534 0.17 -0.05 0.08 0.096
H -6.735693 -3.937879 -3.950446 0.00 -0.11 0.14 0.104
H -7.610856 -4.859587 -2.677885 0.16 0.05 -0.08 0.102
C 5.974838 2.445892 -1.610952 -0.30 0.03 -0.15 0.044
N 6.971795 2.881932 -0.599824 0.22 0.00 0.19 -0.444
O 6.745608 3.920127 -0.001336 0.28 -0.50 -0.10 0.058
O 7.947751 2.163266 -0.443951 -0.48 0.54 -0.01 0.043
H 5.167108 3.174218 -1.643379 0.18 -0.05 0.09 0.095
H 6.484266 2.391170 -2.572096 0.00 -0.12 0.14 0.101
H 5.602120 1.469276 -1.304083 0.16 0.05 -0.05 0.102
```
Forces are in eV/Å.